(1)
A cluster of 2 separate species, C6H16 in total, computed with ωB97M-V/def2-TZVPD.

Results
* ΔE to the lowest compared entry with this formula, charge and spin: 1.4109 eV
* LUMO energy: 0.041 Ha
* structure (SMILES): CCC.CCC
* gap between HOMO and LUMO: 11.96 eV
* electronic energy: -238.14468 a.u.
* HOMO: -10.852 eV

Structure (ORCA input):
```
! RIJCOSX wB97M-V def2-TZVPD def2/J DEFGRID3
* xyz 0 1
H -0.0007 -1.1206 -0.3375
C 1.3077 -1.4021 2.0950
H 0.6855 -1.3277 3.0470
H -0.0318 3.0469 -2.3013
C -0.5119 1.9847 -2.3269
C 0.7974 -2.5113 1.2288
C -0.7496 1.7843 0.2849
H 0.3419 1.3723 -2.3431
H -0.0694 -2.9425 1.6678
C 0.4875 -2.0972 -0.2135
H -0.0560 -2.8595 -0.6395
H 2.2956 -1.4821 2.3822
H -1.1236 1.9756 -3.2041
H 0.3393 1.7273 0.1190
H -1.8040 3.0178 -1.0225
H -2.2251 1.1426 -1.2962
C -1.4452 1.8995 -1.0980
H 1.3725 -1.9702 -0.7502
H -0.9709 2.6516 0.8966
H 1.4928 -3.3606 1.2512
H -1.1129 0.9375 0.9235
H 0.9810 -0.4662 1.6369
*
```

=====

(2)
A structure of composition C27H26N2S5W, computed with ωB97M-V/def2-TZVPD.

Results
* ΔE to the lowest compared entry with this formula, charge and spin: 0.5962 eV
* LUMO energy: -0.268 Ha
* gap between HOMO and LUMO: 6.22 eV
* electronic energy: -3211.56205 a.u.
* HOMO: -13.501 eV

Structure (ORCA input):
```
! RIJCOSX wB97M-V def2-TZVPD def2/J DEFGRID3
* xyz 2 1
H -3.9069 2.3814 0.9439
H -0.9927 2.3179 -3.2056
H 3.8414 5.7929 -0.8963
C -3.7327 -0.9062 0.2142
H -1.0192 2.8143 -0.4706
C -1.2419 2.4707 0.5395
C -2.1359 1.2744 0.5115
H 2.6136 -0.0340 -5.6636
C 1.7496 -2.9365 1.0854
C 1.1073 1.4961 -5.7382
C 3.1526 5.0652 -0.4876
H -5.3830 0.3863 0.6739
H -1.6527 -0.5111 5.0157
H -0.4484 -5.1658 -0.2588
C 1.2286 4.5558 0.8502
C 2.0942 5.4900 0.3122
H -2.3970 -2.8689 -0.9243
H 4.1873 3.4013 -1.3648
C -1.7780 -2.3485 -0.1960
H 2.5191 -5.7665 2.7706
C 0.7125 -3.4428 0.3225
H 1.9557 6.5410 0.5268
H -1.4715 0.7695 3.8120
H -1.0217 -3.0461 4.5939
H 0.4194 4.8660 1.5025
C 2.4118 -3.7884 1.9648
S 2.2784 -1.2484 0.9721
S 2.8113 1.0560 -0.4812
S -0.5543 -1.2866 3.0310
H 0.6815 -6.6475 1.3655
H -0.4956 -3.6667 3.0200
S -0.0658 -2.3587 -0.8310
H -1.7543 -2.9352 0.7232
H 1.3339 1.7718 -6.7598
C -4.3108 0.3038 0.5462
H 3.2363 -3.4090 2.5558
N -1.5643 0.0806 0.2345
C -1.1269 -2.9299 3.5168
S 0.3532 1.9999 1.2725
H -2.1693 -3.0806 3.2342
H -4.3403 -1.7904 0.0689
H 2.1022 -0.6483 -3.3093
C 0.3291 -4.7762 0.3892
H -1.6799 3.2826 1.1130
N 0.2787 0.4974 -1.8049
C 1.8296 0.4800 -5.1237
C -3.4946 1.4116 0.6996
C -0.2011 1.8160 -3.7499
C -2.3606 -0.9960 0.0808
C -1.7337 -0.2786 3.9554
C 0.0945 2.1624 -5.0529
C 1.5487 0.1306 -3.8174
C 0.5328 0.8032 -3.1268
H -2.7546 -0.4537 3.6161
C 0.9732 -5.6084 1.2909
H -0.4636 2.9506 -5.5408
C 2.4764 2.7677 -0.2395
C 2.0091 -5.1120 2.0762
C 1.4269 3.2116 0.5473
W 0.6117 -0.0292 -0.1488
C 3.3508 3.7219 -0.7563
*
```

=====

(3)
A structure of composition C52H61AsClIN4O2RuSbSi3, computed with ωB97M-V/def2-TZVPD.

Results
* LUMO energy (alpha / beta): -0.007 / -0.005 Ha
* gap between HOMO and LUMO (alpha / beta): 6.94 / 6.95 eV
* electronic energy: -6584.93785 a.u.
* HOMO (alpha / beta): -7.136 / -7.090 eV

Structure (ORCA input):
```
! RIJCOSX wB97M-V def2-TZVPD def2/J DEFGRID3
* xyz 0 2
C -3.0649 -2.1199 -3.0313
C -4.4306 -4.0834 3.3334
Cl -0.4238 1.2680 -8.0082
H 1.8057 -1.6200 -3.0235
H -2.8664 1.7210 -0.8817
Si 1.1119 -2.5414 -0.7678
H 3.3487 6.2323 -1.6935
O 0.1359 3.0509 -1.1703
C -1.9483 1.2375 -5.7929
H -4.5836 -3.7415 4.3597
H 1.0819 -4.8125 0.3185
H 1.9993 1.2769 -6.9001
C -2.2496 -2.9120 -3.8399
C -3.5207 1.4675 -0.0557
C -1.1334 1.0252 -3.4866
H -4.5024 -0.9285 6.3034
H -5.0582 -4.4196 0.3353
H -6.7189 -1.7093 3.2258
H 6.8282 -2.1917 -0.7977
H -1.3925 -4.0290 2.7511
C -2.5725 -1.5724 -1.8670
H -2.3867 -3.1175 4.9597
H 0.1628 -4.8804 -1.1941
Si -3.1502 -0.8430 4.2153
C -4.6384 2.2206 0.2476
C 4.4518 2.0919 4.2828
H 1.9284 -4.8329 -1.2159
H -5.6285 0.3940 2.9112
C 6.4761 -1.1884 -0.9997
H -0.2699 -3.7648 -3.9930
H 4.7726 2.2535 5.3039
H -0.0455 3.3355 2.0721
H -4.0930 -1.9444 -3.3208
C 5.0291 2.7565 -1.6206
C 5.5906 1.4016 -1.4889
C 1.0380 -4.4483 -0.7093
C -0.9510 -3.1329 -3.4321
H 0.7424 0.8659 1.8947
H -5.2421 0.1910 5.1625
H -1.8995 -1.8653 6.1022
C 4.4438 2.7461 1.9676
H 6.6724 3.7097 -2.6232
N -0.4791 -2.6099 -2.3053
H 5.6086 5.9264 -2.6536
H 3.8220 1.2069 -5.1936
C -2.0027 -2.0983 5.0401
C -3.4556 -1.2642 2.3789
C -2.3164 0.8572 4.2884
C -0.4487 -1.4313 -0.3594
Sb -1.2563 -1.5073 1.6884
O -1.3449 0.9139 -2.2283
H -6.2746 2.4053 1.6293
H -3.4344 -4.5244 3.2711
H -7.1498 -2.9517 2.0521
H -2.1717 -4.0622 1.1534
C -4.6048 -3.4251 0.3366
H 3.2423 0.9436 -2.8298
C 2.4477 1.0201 -3.5582
C 3.6389 1.0130 3.9721
H -5.1678 -2.8058 -0.3658
I -4.1006 1.4135 -3.6451
H 2.9715 -1.1773 -1.7705
C -1.3244 -3.6818 1.7198
H 1.6562 -2.4473 1.7363
C 3.6265 1.6658 1.6451
H -0.4042 -4.0494 1.2764
H 2.1776 4.3395 -0.6752
H -1.1864 5.1251 -0.7398
C 2.7807 1.1473 -4.9085
C -0.6690 1.1998 -6.2853
H 2.9646 -2.8034 -2.4274
H 4.7751 3.4280 1.1935
C -0.0904 3.5338 -0.0684
H 2.5915 -0.0416 2.4459
N -3.1729 0.3807 0.6387
H -1.0067 -2.0756 4.5942
C 3.7621 2.9370 -1.0444
C 0.4406 1.1351 -5.4164
C 3.2273 0.8044 2.6641
H -5.4498 -1.5505 4.9547
C -2.1680 1.1787 -4.4195
H -3.5946 -3.5215 -0.0539
H -4.9013 3.0816 -0.3513
As 3.0966 1.3031 -0.2203
H -0.8792 1.2014 1.2809
Si -4.6782 -2.6926 2.0765
C 0.2020 1.0317 -4.0218
H 8.1618 -0.6734 -2.2225
H 1.4961 3.1068 1.2574
C -6.4781 -2.1100 2.2391
C 4.8110 0.5169 -0.7358
C -1.2412 -1.8266 -1.5132
C 5.2594 -0.7694 -0.4822
H 3.3178 0.3254 4.7442
H -2.6218 -3.3437 -4.7583
H -2.8391 1.5765 3.6528
H -6.7049 -1.3403 1.4999
H -2.3063 1.2571 5.3050
C 6.7963 0.9637 -2.0270
H -1.0159 5.0441 0.9791
C 2.1942 -2.2571 0.8028
C 7.2315 -0.3307 -1.7884
C 2.3187 -1.9711 -2.1311
C -3.9188 -0.0342 1.6711
C 3.8189 5.2577 -1.6744
C -4.7401 -0.7748 5.2484
C 5.6834 3.8368 -2.2021
H 5.4810 3.8074 3.5091
C 5.0825 5.0854 -2.2208
N 1.2093 0.9536 -3.1174
C 0.1786 1.3895 1.1279
C 1.7828 1.1900 -5.8450
C 4.8499 2.9591 3.2760
C 0.4242 2.8890 1.1905
H 7.3957 1.6280 -2.6367
C -5.4051 1.8285 1.3376
Ru 0.4171 0.4958 -0.9214
H 2.5316 -1.2216 0.8043
H -1.2843 0.7932 3.9384
C 3.1600 4.1844 -1.0916
N -0.7876 4.6834 0.0716
H 3.0792 -2.9018 0.7923
C -5.0477 0.7038 2.0539
H -5.1557 -4.8772 3.1393
H 4.6635 -1.4510 0.1132
H -3.1669 -0.9325 -1.2345
H -2.7797 1.3210 -6.4789
*
```

=====

(4)
A cluster of 2 separate species, C18H42B2NO7 in total, computed with ωB97M-V/def2-TZVPD.

Results
* LUMO energy: 0.092 Ha
* gap between HOMO and LUMO: 6.44 eV
* electronic energy: -1342.26033 a.u.
* HOMO: -3.945 eV

Structure (ORCA input):
```
! RIJCOSX wB97M-V def2-TZVPD def2/J DEFGRID3
* xyz -1 1
B -0.6137 -3.0092 -2.7936
H 3.1867 2.5702 -2.3692
B 1.9442 -4.0938 -0.2947
C -0.7363 -0.0415 3.0985
N 1.5198 -3.7193 1.0792
H -2.1330 -4.5636 -2.2124
C 1.9213 0.8117 -2.5248
C -4.2664 0.7156 -2.1743
H 1.7114 2.8346 -3.2793
C -3.1050 -2.7410 -1.7675
C 1.1059 -4.6062 -2.6440
H 0.0732 6.1039 3.0929
H -4.1247 -3.1633 -1.8150
H 3.9059 0.5733 -1.6716
C 0.4388 5.4349 2.3068
H 1.3930 5.8169 1.9257
C 1.3891 -3.4398 -1.6206
O 0.5833 4.1132 2.7739
H 1.5556 3.9860 -1.0732
O 2.8721 -5.1171 -0.3852
H -4.8930 -1.0740 -1.1285
O -1.1303 1.2931 2.8460
H 0.3966 1.9925 4.4675
H -3.3799 1.0264 -2.7241
H 2.0853 3.6774 4.1059
C 2.7874 -1.2885 -1.3851
H 2.3608 -3.3815 1.5445
C 0.2740 2.9779 4.9134
C 2.3614 -2.4590 -2.2810
H -0.2836 5.4304 1.4908
H 3.6433 -1.6034 -0.7767
C 1.0373 4.0074 4.1100
H 1.1337 0.5065 -1.8335
H 1.5444 0.5769 -3.5183
H 1.9961 -4.9083 -3.2127
C 3.1633 -0.0361 -2.1897
C -2.1411 -3.5442 -2.6164
H -3.1103 1.8195 2.8645
H 2.0380 2.5116 -0.2560
H -3.4205 -0.3292 -0.4954
H 0.3315 -0.1150 2.8945
H 3.2702 -2.9973 -2.5820
H 1.9762 -1.0537 -0.6934
H 0.6823 -5.4613 -2.0935
C -2.0289 3.1593 4.1053
H -2.5764 -3.6066 -3.6222
O 0.1070 -2.9066 -1.4562
O 0.1925 -4.0624 -3.5386
C -2.2551 1.7651 3.5528
C 2.1190 2.3356 -2.3993
H -5.0966 0.5962 -2.8689
H -2.8093 -2.7540 -0.7091
O -1.0912 3.2539 5.1708
H 0.9957 4.9839 4.6054
H -0.5431 -1.9263 -3.3909
H 0.4563 2.5915 -1.0221
H -1.2548 -0.7448 2.4461
H 0.7443 2.9485 5.9007
H 3.2348 -5.1703 -1.2692
H -4.5156 1.5120 -1.4692
H -2.9733 3.4827 4.5514
H 3.6189 -0.3876 -3.1210
H 1.8995 -2.0800 -3.1944
H 1.3143 -4.5779 1.5872
C -3.9627 -0.5663 -1.4192
H -2.5240 1.0863 4.3706
H -0.9145 -0.3187 4.1435
C 1.4964 2.8972 -1.1229
H -1.7953 3.8528 3.2949
O -3.1823 -1.3973 -2.2281
*
```